The following is a quantum chemistry calculation of a structure of composition C31H91AlClFNO15 in a non-equilibrium geometry, from OMol25.

Kohn-Sham gap: 7.1 eV
Net charge: -1
E_tot: -3221.6776 a.u.
LUMO: 1.766 eV

Each line ends with the Löwdin charge.
Element x y z (Å)
Cl (-5.416, -0.130, 1.026)  0.070
Al (-5.466, 0.806, -1.030)  -0.086
F (-6.881, 1.839, -1.001)  -0.307
O (2.320, 0.833, 1.700)  -0.086
O (1.465, -5.326, -5.337)  -0.095
O (2.002, -1.797, 10.819)  -0.089
O (-1.972, -1.978, -2.591)  -0.118
O (4.839, -0.484, -1.473)  -0.103
O (1.511, 0.774, -6.720)  -0.084
O (1.949, -1.366, -1.829)  -0.090
O (-8.633, 7.972, 4.407)  -0.089
O (2.808, 0.548, 5.516)  -0.086
O (-0.083, -8.412, 2.847)  -0.094
O (0.887, 3.937, -5.703)  -0.095
O (-2.083, -5.290, -1.443)  -0.089
O (-5.993, 4.349, -0.285)  -0.093
O (-2.054, 5.240, 0.943)  -0.085
O (-0.805, 2.331, -1.153)  0.039
N (-0.484, 0.145, -1.021)  0.172
C (-1.760, 4.330, 1.998)  -0.325
C (-2.672, 0.986, -0.471)  -0.252
C (2.753, 2.794, 0.332)  -0.080
C (-5.562, 4.339, 2.085)  -0.071
C (1.453, -2.354, -2.728)  -0.294
C (2.394, -4.804, -6.286)  -0.313
C (2.007, -3.731, -2.435)  -0.075
C (1.425, 3.841, -4.378)  -0.314
C (2.400, 0.774, -7.827)  -0.326
C (-2.011, -1.130, -3.745)  -0.297
C (0.367, 4.087, -3.322)  -0.087
C (-3.719, 1.838, -1.183)  -0.249
C (-5.995, 5.153, 0.879)  -0.328
C (3.028, -0.858, 5.506)  -0.319
C (-1.196, -6.437, 0.514)  -0.092
C (-7.727, 8.074, 3.307)  -0.316
C (2.890, -1.206, 9.872)  -0.327
C (6.295, -1.258, 0.311)  -0.085
C (4.451, -1.186, 5.091)  -0.089
C (-0.001, -8.063, 4.227)  -0.316
C (3.841, 0.953, -7.381)  -0.093
C (-0.288, 3.979, 2.018)  -0.091
C (3.230, 1.422, 0.774)  -0.316
C (-6.304, 8.267, 3.797)  -0.095
C (2.046, -3.382, -6.690)  -0.083
C (-3.163, -1.503, -4.656)  -0.078
C (5.794, -1.479, -1.104)  -0.299
C (2.406, 0.161, 9.428)  -0.093
C (1.232, -8.661, 4.880)  -0.097
C (-1.267, 1.258, -0.915)  -0.573
C (-0.899, -5.816, -0.838)  -0.316
H (2.133, -8.323, 4.369)  0.074
H (1.600, -4.466, -3.128)  0.055
H (3.338, 0.757, -0.085)  0.084
H (-0.169, -5.008, -0.739)  0.091
H (4.198, 1.496, 1.274)  0.106
H (0.532, 4.826, -5.809)  0.079
H (1.833, 2.835, -4.276)  0.104
H (-0.494, -6.562, -1.521)  0.112
H (-0.004, 3.521, 1.068)  0.041
H (-3.063, -2.536, -5.001)  0.071
H (5.461, -1.275, 1.015)  0.075
H (4.625, -2.263, 5.097)  0.071
H (-1.808, 4.805, 0.116)  0.076
H (1.423, 0.090, 8.958)  0.077
H (-3.458, 1.947, -2.231)  0.043
H (4.653, -0.806, 4.087)  0.064
H (4.126, 0.159, -6.690)  0.070
H (2.275, -0.182, -8.335)  0.102
H (0.785, 3.990, -2.322)  0.060
H (2.988, -1.876, 9.010)  0.098
H (-2.125, -0.107, -3.388)  0.107
H (-5.540, 4.957, 2.988)  0.061
H (7.013, -2.028, 0.598)  0.073
H (3.098, 0.610, 8.713)  0.072
H (-6.222, 9.181, 4.392)  0.067
H (1.750, -4.021, -1.415)  0.063
H (6.627, -1.460, -1.814)  0.109
H (-5.577, -0.309, -2.176)  -0.081
H (-4.107, -1.427, -4.117)  0.059
H (2.113, 1.572, -8.521)  0.109
H (6.778, -0.282, 0.402)  0.074
H (-6.240, 3.500, 2.256)  0.080
H (5.295, -2.443, -1.186)  0.108
H (0.031, -6.976, 4.275)  0.114
H (1.053, -3.341, -7.146)  0.078
H (2.770, -2.989, -7.406)  0.072
H (1.776, 2.722, -0.153)  0.051
H (-0.053, 3.283, 2.826)  0.078
H (-6.007, 7.437, 4.438)  0.072
H (2.247, 4.559, -4.276)  0.106
H (-5.604, 8.333, 2.963)  0.074
H (-8.035, 8.907, 2.666)  0.107
H (1.140, -1.881, 10.398)  0.079
H (-0.975, -0.644, -1.431)  0.054
H (-0.296, -6.846, 0.969)  0.054
H (-1.052, -1.204, -4.272)  0.107
H (-4.570, 3.922, 1.920)  0.053
H (3.862, -1.131, 10.356)  0.109
H (2.831, -1.219, 6.516)  0.091
H (3.457, 3.247, -0.371)  0.072
H (0.388, 0.336, -1.495)  0.082
H (3.376, -4.838, -5.816)  0.110
H (5.274, 0.374, -1.414)  0.088
H (1.296, -8.378, 5.931)  0.072
H (-8.569, 8.788, 4.913)  0.073
H (2.311, -1.329, 4.827)  0.113
H (-0.126, -9.372, 2.789)  0.083
H (-1.861, -2.888, -2.889)  0.075
H (-0.062, 5.088, -3.427)  0.078
H (-2.365, 3.428, 1.862)  0.096
H (-2.058, 4.807, 2.932)  0.110
H (2.306, 0.826, 10.287)  0.074
H (2.411, -5.456, -7.166)  0.105
H (-6.597, 3.604, -0.145)  0.052
H (0.593, -5.311, -5.746)  0.085
H (-2.442, -4.617, -0.852)  0.085
H (2.641, 3.456, 1.192)  0.072
H (2.908, -1.331, -1.922)  0.046
H (-0.909, -8.402, 4.738)  0.108
H (1.211, -9.752, 4.816)  0.069
H (0.367, -2.360, -2.624)  0.089
H (-0.447, 3.374, -3.424)  0.072
H (3.099, -3.744, -2.510)  0.069
H (1.701, -2.048, -3.750)  0.098
H (-7.000, 5.571, 1.042)  0.093
H (-1.930, -7.238, 0.413)  0.077
H (-7.812, 7.154, 2.733)  0.097
H (1.604, 1.625, -6.274)  0.048
H (-2.892, -0.052, -0.709)  0.070
H (-1.622, -5.693, 1.192)  0.079
H (-3.200, -0.847, -5.528)  0.076
H (3.965, 1.902, -6.856)  0.071
H (2.966, 0.868, 4.619)  0.072
H (-3.786, 2.833, -0.760)  0.032
H (0.321, 4.877, 2.142)  0.075
H (4.523, 0.938, -8.235)  0.069
H (1.465, 0.751, 1.258)  0.076
H (-5.303, 5.980, 0.706)  0.106
H (2.027, -2.730, -5.819)  0.055
H (-2.711, 1.087, 0.605)  0.095
H (5.163, -0.711, 5.769)  0.072